Here is a structure of composition C2H9N3O in a non-equilibrium geometry from the Open Molecules 2025 dataset. Energies are from ωB97M-V/def2-TZVPD.

Calculated values
- DFT total energy (eV) = -8730.30346
- energy above the lowest of the compared OMol25 structures with the same formula, charge and spin (kcal per mole) = 187.6
- HOMO-LUMO gap (eV) = 4.280
- HOMO level (eV) = -8.61

Structure (XYZ):
```
15
Properties=species:S:1:pos:R:3:mulliken_charge:R:1
C -0.520 -0.895 0.189 -0.574
N -1.931 -0.884 -0.080 -0.399
C 2.383 0.119 0.253 0.087
N 2.231 -0.691 -0.780 -0.559
N 1.822 1.275 0.574 -0.486
H -0.195 -0.011 0.677 0.252
H -0.236 -1.634 0.960 0.374
H 0.052 -1.034 -0.745 0.258
H -2.598 -1.389 0.453 0.249
H 1.849 -0.131 -1.560 0.310
H -2.800 2.138 -0.421 0.249
H 2.925 -0.291 1.165 0.339
H 1.267 1.703 -0.152 0.274
H -2.180 0.230 -0.224 0.407
O -2.068 1.493 -0.310 -0.780
```


Here is an isolated molecule of C6H13NO in a non-equilibrium geometry from the Open Molecules 2025 dataset. Energies are from ωB97M-V/def2-TZVPD.

Calculated values
- DFT total energy (eV) = -9966.24876
- energy above the lowest of the compared OMol25 structures with the same formula, charge and spin (kcal per mole) = 113.6
- HOMO-LUMO gap (spin up / spin down) (eV) = 7.355 / 7.351
- HOMO level (spin up / spin down) (eV) = -7.86 / -7.86

Structure (XYZ):
```
21
Properties=species:S:1:pos:R:3:mulliken_charge:R:1
C -1.074 0.536 -0.189 -0.438
C 0.226 -1.132 -0.491 -0.937
C 2.429 1.165 -0.651 -0.860
C -2.224 0.867 0.659 -1.161
C -0.598 -2.231 0.161 -1.177
N 1.100 1.437 -0.118 -0.270
C 0.274 0.382 0.421 1.198
O 0.314 0.122 1.677 -0.787
H 1.102 2.211 0.533 0.295
H -1.224 0.556 -1.266 0.413
H 1.282 -1.381 -0.398 0.462
H 0.088 -1.081 -1.573 0.426
H 2.953 2.112 -0.782 0.341
H 2.349 0.677 -1.625 0.243
H 3.019 0.517 0.008 0.302
H -1.913 1.116 1.677 0.346
H -2.880 -0.010 0.746 0.252
H -2.809 1.683 0.227 0.365
H -1.653 -2.186 -0.120 0.269
H -0.237 -3.216 -0.141 0.393
H -0.525 -2.145 1.244 0.327
```